A:
An isolated ion of composition C5H11N2O2 and charge +1. Source: the OMol25 dataset; level of theory: ωB97M-V/def2-TZVPD.

Geometry as XYZ:
```
20
C5H11N2O2 ωB97M-V/def2-TZVPD
C -1.92926 -0.62013 1.12194
C -0.95020 0.37768 0.66759
O -0.97565 1.53180 0.93054
C 0.31281 -0.08851 -0.11109
C 1.60124 0.40560 0.68818
N 0.31017 -1.57787 -0.27947
C 0.17635 0.59472 -1.54537
N 0.47771 1.84409 -1.53049
O -0.25052 -0.15894 -2.39149
H -1.99835 -0.57914 2.23975
H -1.71038 -1.70135 0.91483
H -2.97763 -0.16788 0.76570
H 1.77583 -0.42978 1.31604
H 1.59287 1.29450 1.25648
H 2.38306 0.53360 -0.08177
H 0.16238 -1.70007 -1.30170
H -0.51613 -2.02643 0.18081
H 1.07505 -2.13663 0.20345
H 0.91138 2.18752 -0.60565
H 0.52929 2.41722 -2.43828
```

As for the gap between HOMO and LUMO: 10.8 eV. The LUMO energy comes out at -3.47 eV. As for the highest occupied orbital energy: -14.265 eV. The total charge is +1. The spin multiplicity is 1.

B:
An isolated ion of composition C5H11N2O2 and charge +1. Source: the OMol25 dataset; level of theory: ωB97M-V/def2-TZVPD.

Geometry as XYZ:
```
20
C5H11N2O2 ωB97M-V/def2-TZVPD
C -2.22441 0.04080 -0.77989
N -1.30974 -0.19582 0.45809
C -0.02089 0.47355 0.40959
C -0.01784 1.90549 0.70299
C 1.25334 -0.39110 -0.12741
C 1.11607 -1.89412 -0.12075
N 2.44679 0.32771 -0.28698
O 3.39955 -0.35597 -0.08416
O 2.41884 1.48338 -0.57096
H -2.44579 1.05903 -1.07590
H -1.60587 -0.46495 -1.53350
H -3.07922 -0.50598 -0.64721
H -0.99292 -1.20244 0.42806
H -1.75225 -0.08204 1.35999
H 0.81245 2.37164 0.23978
H -0.22729 2.13691 1.78043
H -0.93921 2.22302 0.13816
H 1.96336 -2.35187 0.16388
H 0.40887 -2.21295 0.67030
H 0.79614 -2.36428 -1.12451
```

As for the gap between HOMO and LUMO (alpha / beta): 8.4 / 8.4 eV. The LUMO energy (alpha / beta) comes out at -5.26 / -5.26 eV. As for the highest occupied orbital energy (alpha / beta): -13.702 / -13.702 eV. The total charge is +1. The spin multiplicity is 1.

Least stable: B

A:
A 2-piece molecular cluster, C4H9N3O2 overall. Source: the OMol25 dataset; level of theory: ωB97M-V/def2-TZVPD.

Geometry as XYZ:
```
18
C4H9N3O2 ωB97M-V/def2-TZVPD
H -0.88556 2.65384 -1.38224
N -0.52709 1.93943 -2.03378
C 0.54313 1.42036 -1.51946
C 1.10608 1.88687 -0.19215
O 0.44891 2.45109 0.66026
O 2.41657 1.64777 -0.10335
H 1.09436 0.60480 -2.01133
H 2.64023 1.88102 0.82069
H 1.35603 -1.81748 0.58975
N 0.84006 -0.98134 0.88812
C -0.42451 -1.14259 0.67256
C -0.95228 -2.41036 0.05946
N -1.28593 -0.15427 1.01461
H -0.33213 -2.68790 -0.79792
H -0.91540 -3.21173 0.80188
H -1.98351 -2.27624 -0.27781
H -2.24975 -0.38516 1.21797
H -0.88922 0.58188 1.59274
```

As for the gap between HOMO and LUMO: 9.7 eV. The LUMO energy comes out at 0.43 eV. As for the highest occupied orbital energy: -9.245 eV. The spin multiplicity is 1.

B:
A single C4H9N3O2 molecule. Source: the OMol25 dataset; level of theory: ωB97M-V/def2-TZVPD.

Geometry as XYZ:
```
18
C4H9N3O2 ωB97M-V/def2-TZVPD
C 1.17187 1.29480 -1.23428
O 1.10958 0.03493 -0.60746
C -0.31146 -0.70157 -0.44185
N -0.12683 -2.08451 -0.48330
O -1.19823 -0.25066 -1.39302
C -0.62658 -0.16321 0.92165
N -1.92355 -0.36860 1.44224
C 0.40492 0.48606 1.44666
N 1.10932 0.97849 2.32474
H 2.12150 1.78296 -1.00895
H 0.38258 1.98373 -0.90996
H 1.09072 1.19592 -2.32181
H 0.26721 -2.46238 0.36543
H 0.34988 -2.41309 -1.31321
H -1.14291 -0.81692 -2.17359
H -2.62392 0.06188 0.85024
H -2.01008 -0.06106 2.40237
H 1.95597 1.50324 2.13409
```

As for the gap between HOMO and LUMO: 7.9 eV. The LUMO energy comes out at 0.71 eV. As for the highest occupied orbital energy: -7.235 eV. The spin multiplicity is 1.

Least stable: B

A:
A 2-piece molecular cluster, C4H12O2 overall. Source: the OMol25 dataset; level of theory: ωB97M-V/def2-TZVPD.

Geometry as XYZ:
```
18
C4H12O2 ωB97M-V/def2-TZVPD
C 1.29892 -1.07321 -1.72512
C 2.04165 0.23482 -1.73157
O 1.83016 0.93656 -0.56054
H 1.67609 -1.72971 -0.92302
H 1.43541 -1.58549 -2.69237
H 0.22057 -0.90575 -1.56478
H 3.12134 0.02328 -1.85394
H 1.72877 0.88487 -2.57120
H 2.22322 1.82938 -0.65430
C -2.43373 -0.13209 2.31104
C -1.62554 0.38159 1.09829
O -0.20681 0.41332 1.36288
H -3.51854 0.06129 2.26194
H -2.02289 0.38955 3.19178
H -2.27503 -1.21614 2.43846
H -1.85658 -0.30906 0.26459
H -1.96904 1.39181 0.80349
H 0.33204 0.40495 0.54436
```

As for the gap between HOMO and LUMO: 10.5 eV. The LUMO energy comes out at 0.76 eV. As for the highest occupied orbital energy: -9.722 eV. The spin multiplicity is 1.

B:
A 3-piece molecular cluster, C4H12O2 overall. Source: the OMol25 dataset; level of theory: ωB97M-V/def2-TZVPD.

Geometry as XYZ:
```
18
C4H12O2 ωB97M-V/def2-TZVPD
C -1.18509 0.87133 0.51575
C 0.01451 0.32288 0.33179
C 0.10811 -0.89882 -0.56722
C 1.29007 0.90565 0.88296
H -1.30725 1.69942 1.20680
H -2.04987 0.42286 0.03648
H 1.05438 -0.99507 -1.09664
H -0.82997 -0.91422 -1.11549
H 0.21185 -1.83488 -0.00972
H 1.05028 1.41422 1.83853
H 1.78710 1.55012 0.16797
H 1.87485 0.15490 1.44182
O 0.83668 1.90140 -2.41592
H 0.32925 2.38618 -1.72443
H 0.18531 2.02024 -3.11878
O -1.29896 -3.29188 0.91042
H -0.69029 -3.38098 1.65137
H -1.38096 -2.33337 1.06431
```

As for the gap between HOMO and LUMO: 10.1 eV. The LUMO energy comes out at 0.66 eV. As for the highest occupied orbital energy: -9.450 eV. The spin multiplicity is 1.

Least stable: B

A:
A 2-piece molecular cluster, C4H12O2 overall. Source: the OMol25 dataset; level of theory: ωB97M-V/def2-TZVPD.

Geometry as XYZ:
```
18
C4H12O2 ωB97M-V/def2-TZVPD
C 1.74083 1.30719 0.01244
C 1.71461 -0.12766 0.48741
O 2.78082 -0.95835 -0.05312
H 2.66598 1.81503 0.28942
H 0.91680 1.83214 0.50035
H 1.60465 1.38802 -1.06562
H 1.89037 -0.15581 1.55938
H 0.79496 -0.64985 0.23461
H 3.11024 -0.42938 -0.79497
C -1.90464 0.38704 -0.76461
C -1.97943 -0.69965 0.27824
O -1.90906 -2.08579 -0.10923
H -0.94022 0.38068 -1.28393
H -1.98416 1.38152 -0.33336
H -2.70638 0.24225 -1.49252
H -1.20725 -0.50025 1.03278
H -2.94213 -0.61717 0.79683
H -1.64598 -2.50997 0.70589
```

As for the gap between HOMO and LUMO: 11.1 eV. The LUMO energy comes out at 0.87 eV. As for the highest occupied orbital energy: -10.260 eV. The spin multiplicity is 1.

B:
A 3-piece molecular cluster, C4H12O2 overall. Source: the OMol25 dataset; level of theory: ωB97M-V/def2-TZVPD.

Geometry as XYZ:
```
18
C4H12O2 ωB97M-V/def2-TZVPD
C 1.04976 0.82792 1.35045
C 0.28337 -0.18260 1.73541
C -0.30737 -1.13353 0.74049
C 0.04719 -0.44250 3.18906
H 1.54791 1.44889 2.09634
H 1.14230 1.00126 0.28597
H 0.00076 -0.90571 -0.27677
H -1.38414 -1.10843 0.82683
H -0.02099 -2.16094 0.96025
H 0.84156 -0.01495 3.80923
H 0.01794 -1.51371 3.43088
H -0.88532 -0.03626 3.57342
O 4.17339 -0.95252 -0.46788
H 4.02740 -1.04766 -1.41086
H 4.30739 -1.80188 -0.04351
O -4.99311 1.87468 -5.14610
H -5.50924 2.40871 -4.52086
H -4.09374 2.16417 -4.92011
```

As for the gap between HOMO and LUMO: 10.0 eV. The LUMO energy comes out at 0.83 eV. As for the highest occupied orbital energy: -9.120 eV. The spin multiplicity is 1.

C:
A 2-piece molecular cluster, C4H12O2 overall. Source: the OMol25 dataset; level of theory: ωB97M-V/def2-TZVPD.

Geometry as XYZ:
```
18
C4H12O2 ωB97M-V/def2-TZVPD
C 1.16478 1.13007 2.04847
C 0.41204 -0.03803 1.26670
C 1.32283 -0.41981 0.14250
C 0.85096 -1.59409 -0.63464
O 1.43504 0.85553 -0.69349
H 2.25618 0.96072 2.02982
H 0.72772 2.09370 1.41037
H 0.90708 1.39468 3.12145
H -0.56830 0.37878 0.95083
H 0.15464 -0.87818 1.90107
H 2.27550 -0.78067 0.59719
H 0.39796 -2.26216 -0.02629
H 1.53472 -1.91757 -1.40381
H -0.09992 -1.15700 -1.04369
H 2.32090 1.04810 -0.92750
O -4.85379 0.11741 -3.16102
H -4.90694 1.11442 -3.24497
H -5.33142 -0.04589 -2.33301
```

As for the gap between HOMO and LUMO: 11.2 eV. The LUMO energy comes out at 0.93 eV. As for the highest occupied orbital energy: -10.311 eV. The spin multiplicity is 1.

D:
A 3-piece molecular cluster, C4H12O2 overall. Source: the OMol25 dataset; level of theory: ωB97M-V/def2-TZVPD.

Geometry as XYZ:
```
18
C4H12O2 ωB97M-V/def2-TZVPD
C 0.65379 -1.49302 0.07369
C 0.17014 -0.31623 -0.31932
C 1.08988 0.86421 -0.64133
C -1.23103 0.16867 -0.04868
H -0.11266 -2.21450 0.57992
H 1.73654 -1.60711 0.11829
H 2.15445 0.65634 -0.62258
H 0.82962 1.71433 0.01693
H 0.97158 1.30169 -1.64642
H -1.45887 0.71579 0.89863
H -1.88878 -0.73719 -0.23134
H -1.43202 0.96391 -0.80806
O -1.42517 0.66082 -3.52059
H -0.57103 0.16904 -3.39471
H -1.15300 1.62438 -3.26996
O 0.69088 -0.46899 4.23705
H -0.01786 -0.87276 3.75336
H 0.99354 -1.12939 4.82513
```

As for the gap between HOMO and LUMO: 10.1 eV. The LUMO energy comes out at 0.64 eV. As for the highest occupied orbital energy: -9.455 eV. The spin multiplicity is 1.

Least stable: C